No. 1
Formula: C30H40BBrN10O3Ti
Source: the Open Molecules 2025 dataset
Level of theory: the ωB97M-V functional and the def2-TZVPD basis

Geometry as XYZ:
```
86
Properties=species:S:1:pos:R:3:lowdin_charge:R:1
Ti -0.31062 0.49205 -0.55280 1.086
C -2.17056 1.75656 2.61822 -0.009
C -1.63140 0.37135 2.45681 -0.322
C -1.49877 -0.58631 3.46925 0.001
C -1.10916 -1.74326 2.81810 -0.028
N -1.01254 -1.47580 1.51480 0.037
N -1.29980 -0.17166 1.27656 0.028
B -0.87973 -2.50140 0.34633 -0.633
N -1.90233 -2.12235 -0.75697 0.022
C -2.59489 -2.99494 -1.50551 -0.048
C -3.11255 -2.32699 -2.58684 0.001
C -2.66259 -1.00901 -2.45646 -0.294
C -2.94898 0.07441 -3.44540 -0.011
N -1.92105 -0.88288 -1.34671 0.027
N 0.51425 -2.43552 -0.35486 0.046
C 1.43013 -3.38708 -0.57991 -0.034
C 2.22686 -2.97965 -1.63228 -0.003
C 1.71954 -1.73349 -2.01441 -0.328
C 2.13522 -0.91570 -3.19695 -0.004
N 0.70336 -1.39481 -1.21509 0.021
N -1.19207 -3.86026 0.93378 -0.022
C -2.41384 -4.28122 1.35150 -0.088
C -2.23370 -5.37258 2.15761 -0.010
C -0.83356 -5.55624 2.20204 -0.350
C -0.06400 -6.60379 2.93917 -0.032
N -0.21543 -4.63488 1.48457 0.112
H -3.23733 1.69284 2.83926 0.099
H -1.69593 2.26070 3.46244 0.082
H -2.04637 2.36394 1.72629 0.058
H -1.70984 -0.46118 4.51752 0.113
H -0.93451 -2.73864 3.19508 0.130
H -2.66605 -4.03322 -1.23095 0.125
H -3.73045 -2.72722 -3.37152 0.111
H -3.54406 -0.34760 -4.25377 0.085
H -3.50240 0.89937 -3.00339 0.075
H -2.03497 0.48525 -3.87012 0.079
H 1.41662 -4.29079 0.00357 0.107
H 3.02907 -3.52741 -2.09666 0.110
H 2.15265 -1.55580 -4.07868 0.096
H 1.44353 -0.09718 -3.37954 0.079
H 3.14086 -0.50587 -3.07784 0.074
H -3.31499 -3.76734 1.05830 0.128
H -2.99277 -5.96761 2.63601 0.107
H -0.53823 -7.57884 2.83300 0.079
H 0.95303 -6.66576 2.55726 0.075
H -0.01485 -6.37513 4.00495 0.078
C 0.08795 4.50446 2.16612 0.000
N 0.85717 3.31671 2.52957 -0.114
C 1.47411 3.36047 3.84686 -0.010
C 0.79397 2.22841 1.76648 -0.385
O 0.10940 2.19638 0.73498 -0.049
C 1.56432 0.97260 2.15662 -0.066
O 1.67206 0.11736 1.03043 -0.144
C 2.87942 0.24699 0.30070 -0.067
C 2.66463 1.12086 -0.92666 -0.394
O 1.51397 1.27582 -1.36209 -0.059
N 3.72614 1.65865 -1.51790 -0.112
C 3.56563 2.43752 -2.74369 0.002
C 5.09080 1.35515 -1.08952 -0.012
H 0.73303 5.37867 2.24679 0.101
H -0.28038 4.40942 1.15015 0.098
H -0.75645 4.62558 2.84703 0.100
H 2.09640 4.25082 3.92917 0.102
H 0.70042 3.40766 4.61605 0.104
H 2.09090 2.48875 4.03782 0.084
H 2.55398 1.19933 2.55227 0.129
H 0.99715 0.43480 2.91963 0.142
H 3.67486 0.63109 0.93920 0.128
H 3.16707 -0.75056 -0.04251 0.146
H 2.52759 2.73324 -2.85315 0.086
H 4.19015 3.32674 -2.67998 0.101
H 3.86820 1.84890 -3.61124 0.102
H 5.27633 1.68470 -0.06770 0.096
H 5.31154 0.28968 -1.17172 0.105
H 5.77584 1.89207 -1.73860 0.098
Br -3.77511 5.67370 -3.22348 0.735
C -2.80667 4.17635 -2.57682 -0.697
C -3.32506 3.42878 -1.53351 -0.132
C -2.60475 2.32949 -1.08060 -0.151
C -1.36699 1.96646 -1.62427 -0.252
C -0.88131 2.76177 -2.66459 -0.121
C -1.59259 3.84891 -3.15741 -0.128
H -4.28158 3.69330 -1.10216 0.102
H -3.04975 1.71750 -0.29901 0.096
H 0.07586 2.52968 -3.12188 0.083
H -1.21305 4.44466 -3.97717 0.100
```

Results
- orbital gap (spin up / spin down) (Ha) = 0.2878 / 0.3047
- charge = +1
- E_tot (a.u.) = -5388.81629
- multiplicity = 2


No. 2
Formula: C30H40CoN3P2S2
Source: the Open Molecules 2025 dataset
Level of theory: the ωB97M-V functional and the def2-TZVPD basis

Geometry as XYZ:
```
78
Properties=species:S:1:pos:R:3:lowdin_charge:R:1
Co -0.97128 0.40699 0.61157 0.028
C -0.26909 -0.04064 4.65812 -0.111
C 0.89120 -0.42435 3.73524 -0.553
C 0.79771 -1.89816 3.34664 -0.115
P 0.82895 0.60795 2.22491 1.041
C 1.11064 2.35955 2.71749 -0.523
C 1.53252 3.18345 1.50169 -0.117
C 2.10995 2.53460 3.85800 -0.105
C 2.29356 0.12812 1.25951 -0.266
C 3.52808 -0.15722 1.81815 -0.038
C 4.60477 -0.60797 1.05629 -0.250
C 5.92952 -0.90695 1.69028 -0.041
C 4.40062 -0.79849 -0.31319 -0.021
C 3.18967 -0.52047 -0.90477 -0.004
C 2.10915 -0.02583 -0.13906 -0.283
N 0.86708 0.21517 -0.64753 0.040
C 0.65303 0.25567 -2.01883 -0.316
C 1.50514 0.90493 -2.91813 -0.011
C 1.20204 0.92084 -4.26557 -0.019
C 0.07679 0.26369 -4.76316 -0.251
C -0.25125 0.29241 -6.22708 -0.042
C -0.76272 -0.37992 -3.85878 -0.039
C -0.52074 -0.35566 -2.49280 -0.279
P -1.61754 -1.06606 -1.23250 1.062
C -1.11843 -2.84797 -1.25427 -0.533
C -2.00381 -3.71931 -0.36839 -0.114
C 0.34133 -2.97698 -0.82552 -0.112
C -3.34830 -1.00697 -1.86741 -0.518
C -3.69042 0.23894 -2.68648 -0.101
C -4.32033 -1.07917 -0.67949 -0.117
H -0.19600 -0.60483 5.58931 0.085
H -1.22666 -0.27403 4.18943 0.055
H -0.28680 1.02101 4.90580 0.070
H 1.83702 -0.24650 4.25683 0.099
H -0.14521 -2.09493 2.82867 0.068
H 0.81594 -2.52050 4.24352 0.084
H 1.61568 -2.21687 2.69837 0.067
H 0.11547 2.69155 3.03274 0.108
H 2.55348 2.93336 1.20297 0.078
H 1.50898 4.24246 1.76425 0.087
H 0.86157 3.04296 0.65486 0.017
H 3.09841 2.16843 3.56883 0.071
H 1.80954 2.02528 4.77359 0.064
H 2.21869 3.59539 4.09266 0.085
H 3.66651 -0.04585 2.88801 0.108
H 5.87609 -0.81916 2.77443 0.078
H 6.70016 -0.21934 1.33595 0.089
H 6.26459 -1.91686 1.44810 0.086
H 5.20559 -1.19433 -0.92163 0.121
H 3.05531 -0.72481 -1.95776 0.111
H 2.38052 1.42284 -2.54801 0.122
H 1.85484 1.45059 -4.94897 0.119
H 0.64833 0.38817 -6.83464 0.079
H -0.89623 1.14236 -6.46079 0.091
H -0.77622 -0.61169 -6.53483 0.080
H -1.63593 -0.90085 -4.23496 0.113
H -1.21311 -3.18810 -2.29232 0.115
H -2.01003 -3.35369 0.66232 0.079
H -1.61324 -4.73899 -0.35462 0.080
H -3.03404 -3.76583 -0.71466 0.068
H 0.48481 -2.59348 0.18894 0.064
H 1.02188 -2.44053 -1.48701 0.064
H 0.63402 -4.02902 -0.82733 0.085
H -3.46609 -1.90337 -2.49106 0.109
H -3.48719 1.14506 -2.11557 0.047
H -4.75776 0.21465 -2.91463 0.089
H -3.15038 0.30722 -3.62762 0.054
H -4.31342 -0.13538 -0.13267 0.041
H -4.08813 -1.86061 0.04033 0.059
H -5.32868 -1.25572 -1.05703 0.087
S -1.62588 2.40663 -0.39758 0.602
C -2.98573 2.21496 0.69025 -1.090
S -2.78520 1.03429 1.96059 0.551
C -4.14767 2.92526 0.52355 -0.397
C -5.29139 2.67986 1.34229 -0.262
N -6.21972 2.46243 1.98827 0.147
C -4.27268 3.91828 -0.49360 -0.264
N -4.37187 4.72206 -1.31250 0.147
```

Results
- orbital gap (spin up / spin down) (Ha) = 0.2728 / 0.1835
- E_tot (a.u.) = -4193.30905
- multiplicity = 5


No. 3
Formula: C30H41N5O3PdS
Source: the Open Molecules 2025 dataset
Level of theory: the ωB97M-V functional and the def2-TZVPD basis

Geometry as XYZ:
```
81
Properties=species:S:1:pos:R:3:lowdin_charge:R:1
Pd -0.07324 0.06710 -0.10034 1.010
C 0.75039 -2.35770 -1.36957 -0.056
C 0.96594 -1.08064 -2.20275 -0.406
C 0.41199 -1.31672 -3.59787 -0.057
C 2.40520 -0.59522 -2.16158 -0.126
C 3.22234 -0.74854 -3.25598 -0.006
C 4.54588 -0.31522 -3.21324 -0.007
C 5.03257 0.33363 -2.09663 -0.005
C 4.25051 0.52255 -0.96141 -0.107
C 4.81370 1.38202 0.16492 -0.386
C 5.28142 2.73784 -0.38104 -0.052
C 5.95940 0.66935 0.89777 -0.045
C 2.94587 -0.01986 -0.97539 -0.134
N 2.10505 -0.00283 0.14969 0.037
C 2.48594 -0.12609 1.39622 -0.032
C 1.50257 -0.06764 2.40234 -0.207
C 1.65695 -0.15696 3.82671 0.031
C 0.41078 -0.08079 4.33203 0.049
C -0.52126 0.04913 3.20117 -0.165
N 0.15892 0.05664 2.06201 0.045
C -2.02790 0.12111 3.29923 -0.535
C -2.46321 0.21382 4.75986 -0.045
C -2.53367 1.36408 2.54588 -0.033
C -2.60990 -1.16346 2.67393 -0.020
H -0.27175 -2.72788 -1.46736 0.084
H 0.99648 -2.25860 -0.31304 0.065
H 1.40773 -3.14004 -1.75467 0.114
H 0.34983 -0.20340 -1.80916 0.047
H 0.87985 -2.19642 -4.04066 0.101
H 0.57558 -0.46226 -4.25483 0.101
H -0.66200 -1.51766 -3.56064 0.083
H 2.85158 -1.21252 -4.16375 0.121
H 5.18400 -0.45850 -4.07945 0.128
H 6.04551 0.72626 -2.11268 0.128
H 4.02865 1.59455 0.88308 0.105
H 6.16935 2.63368 -1.01156 0.085
H 5.54419 3.39881 0.44902 0.091
H 4.50006 3.22143 -0.97520 0.083
H 6.81424 0.53379 0.22778 0.092
H 5.67148 -0.32315 1.26119 0.078
H 6.29617 1.26405 1.75177 0.094
H 3.51505 -0.33498 1.65943 0.135
H 2.59526 -0.26112 4.35969 0.135
H 0.12035 -0.10922 5.37552 0.127
H -2.05746 1.10846 5.24508 0.101
H -2.14853 -0.66491 5.33057 0.096
H -3.55303 0.27028 4.81401 0.102
H -2.11254 2.28007 2.97698 0.101
H -3.62388 1.42153 2.63140 0.100
H -2.27082 1.33896 1.49601 0.036
H -2.34652 -2.04626 3.26439 0.103
H -2.23362 -1.31826 1.66696 0.045
H -3.70309 -1.09172 2.64449 0.103
N -2.25606 -0.24581 -0.95920 0.062
C -2.97053 0.95447 -1.37502 -0.289
C -4.14365 1.29835 -0.71933 -0.017
C -4.79501 2.47991 -1.02671 -0.016
C -4.21117 3.27315 -1.99540 -0.144
C -3.09804 2.93153 -2.74191 -0.018
C -2.46678 1.74284 -2.39672 -0.031
S -4.88905 5.12045 -2.23577 0.556
O -4.80733 5.66069 -0.89938 -0.273
O -6.19968 4.62168 -2.67094 -0.132
O -4.04412 5.70882 -3.23243 -0.258
H -2.83140 -0.76433 -0.31300 0.079
H -2.10148 -0.83868 -1.76299 0.090
H -4.55756 0.64718 0.04800 0.126
H -5.70387 2.77740 -0.51574 0.141
H -2.71788 3.58190 -3.52174 0.131
H -1.57157 1.44940 -2.93193 0.115
C 1.28745 5.34384 0.21613 0.008
N 0.04177 4.54882 0.11582 -0.157
C -1.25772 5.25368 0.24716 0.014
C 0.07394 3.28429 -0.19420 -0.219
N 0.09597 2.16929 -0.52468 0.121
H 1.26948 6.13605 -0.52966 0.103
H 2.15058 4.70684 0.04258 0.085
H 1.35890 5.78698 1.20688 0.100
H -1.36457 5.98610 -0.55146 0.106
H -1.29868 5.75934 1.20950 0.103
H -2.07346 4.54110 0.18033 0.084
```

Results
- orbital gap (spin up / spin down) (Ha) = 0.2976 / 0.2233
- charge = +2
- E_tot (a.u.) = -2192.63156
- multiplicity = 5